C2H4N2O2 | ωB97M-V/def2-TZVPD

Output
largest force on an atom = 3.569 eV/Å
E_LUMO = 0.83 eV
relative energy (zero: lowest compared OMol25 entry of this formula, charge and spin) = 5.8917 eV
gap between HOMO and LUMO = 10.95 eV
HOMO level = -10.1 eV

Structure (ORCA input):
```
! RIJCOSX wB97M-V def2-TZVPD def2/J DEFGRID3
* xyz 0 1
O -0.32912 -0.74932 -2.54051
N -0.22357 -0.47413 -1.40355
N 0.02805 -1.24921 -0.49696
C 0.09706 -0.59651 0.78234
C 0.08502 0.92010 0.37990
O -0.32982 0.91905 -0.95416
H 1.07119 -0.72870 1.26244
H -0.71103 -1.02458 1.45760
H -0.69887 1.32705 0.86681
H 1.01109 1.65626 0.64608
*
```

Löwdin population analysis, charges in e, atoms 1 to 4:
1 O 0.10
2 N -0.35
3 N 0.10
4 C -0.14

C2H4N2O2 | ωB97M-V/def2-TZVPD

Output
largest force on an atom = 3.176 eV/Å
E_LUMO = 0.70 eV
relative energy (zero: lowest compared OMol25 entry of this formula, charge and spin) = 3.9290 eV
gap between HOMO and LUMO = 10.05 eV
HOMO level = -9.4 eV

Structure (ORCA input):
```
! RIJCOSX wB97M-V def2-TZVPD def2/J DEFGRID3
* xyz 0 1
N -1.31739 -1.86168 0.24438
N -1.41570 -0.58623 -0.14661
C -1.11921 0.55256 0.04231
O -1.02267 1.70112 0.21150
H -1.85669 -2.28973 -0.42255
H -0.35409 -2.23866 0.15847
C 1.82182 1.21352 -0.01331
O 2.32196 0.11020 0.04399
H 1.64421 1.94023 0.78301
H 1.29777 1.45866 -0.90118
*
```

Löwdin population analysis, charges in e, atoms 1 to 4:
1 N 0.04
2 N 0.02
3 C -0.34
4 O 0.12

C2H4N2O2 | ωB97M-V/def2-TZVPD

Output
largest force on an atom = 6.094 eV/Å
E_LUMO = 0.61 eV
relative energy (zero: lowest compared OMol25 entry of this formula, charge and spin) = 2.1136 eV
gap between HOMO and LUMO = 10.87 eV
HOMO level = -10.3 eV

Structure (ORCA input):
```
! RIJCOSX wB97M-V def2-TZVPD def2/J DEFGRID3
* xyz 0 1
H -1.03478 -1.81191 -1.25471
N -0.19607 -1.15814 -1.07221
C -0.42246 -0.16999 -0.30407
N -1.50427 0.26563 0.49589
O 0.69606 0.75466 -0.20329
C 1.76028 0.35259 0.39729
O 1.82306 -0.67565 1.09877
H -1.39193 1.35081 0.53956
H -2.39522 0.07893 0.21693
H 2.66533 1.01308 0.08584
*
```

Löwdin population analysis, charges in e, atoms 1 to 4:
1 H 0.10
2 N 0.16
3 C -0.46
4 N 0.15